(1)
46
Properties=species:S:1:pos:R:3 method="wB97M-V/def2-TZVPD" e_above_lowest_kcal_mol=59.5 multiplicity=6 homo_lumo_gap_ev="5.6 / 4.2" total_charge=+2 energy_ev=-45576.629
H -0.4882 2.4249 0.7979
N 0.0456 1.1369 -0.8033
B 0.8520 0.1811 -2.9474
N 0.6767 1.3866 -1.9933
C 1.0721 2.6829 -2.0717
Ir -0.6868 -0.9285 -0.2739
H 1.6391 3.0401 -2.9327
C 0.6219 3.3082 -0.9179
H 0.7525 4.3522 -0.6749
C -0.0084 2.3186 -0.1597
H 1.3427 0.4502 -4.0075
C -2.2614 -1.2059 0.6975
H -3.0367 -0.4918 0.9475
H -1.8884 -1.7499 1.5971
H -2.6552 -2.0561 0.0866
N -0.6318 -0.3584 -3.0846
N 1.7396 -0.8313 -2.1123
N -1.3595 -0.8139 -1.9749
N 1.2439 -1.2400 -0.8709
C -1.4411 -0.3884 -4.1589
C 3.0082 -1.2676 -2.1916
H -1.0682 -0.0321 -5.1169
H 3.5858 -1.1362 -3.1071
C -2.6971 -0.8726 -3.7719
C 3.3639 -1.8791 -0.9832
C -2.6420 -1.0948 -2.4059
C 2.3024 -1.7658 -0.1190
H -3.5558 -1.0270 -4.4030
H 4.2991 -2.3489 -0.7287
H -3.3870 -1.4780 -1.7314
H 2.0732 -2.0677 0.8911
H 0.4889 -1.9869 -1.0962
C 0.8862 1.4455 3.4231
C -0.0224 0.2712 3.0361
O 0.1702 -0.1589 1.7797
C 0.3363 -0.9010 4.0801
F 0.2281 -0.5131 5.3855
F -0.4312 -2.0050 3.9138
F 1.6350 -1.2729 3.8811
C -1.5104 0.7808 3.3408
F -1.6537 1.2949 4.5975
F -1.8195 1.7910 2.4668
F -2.4648 -0.1710 3.2091
H 1.9244 1.1045 3.4037
H 0.6427 1.8297 4.4203
H 0.7794 2.2434 2.6836

***

(2)
38
Properties=species:S:1:pos:R:3 method="wB97M-V/def2-TZVPD" homo_lumo_gap_ev=4.2 total_charge=-1 energy_ev=-34999.089
C 3.4620 -1.1610 0.6400
P 2.6459 -0.7932 -0.9554
C 2.7892 -2.4468 -1.7657
C 0.8650 -0.7813 -0.5225
C 0.2973 -1.8387 0.1972
C -1.0604 -1.8414 0.4829
C -1.8640 -0.7678 0.0709
C -1.2972 0.2943 -0.6190
C 0.0724 0.3057 -0.9380
B 0.6456 1.5442 -1.7643
O 0.2772 1.7024 -3.0867
O 1.4196 2.4773 -1.1906
C -3.3223 -0.8238 0.3701
O -4.0026 0.1494 0.5845
C -3.8882 -2.2071 0.4034
C -3.1197 -3.2240 0.7970
C -1.7089 -2.9658 1.2076
O -1.1682 -3.6079 2.0785
H 4.4308 -1.6045 0.4047
H 3.6169 -0.2435 1.2040
H 2.9086 -1.8664 1.2633
H 2.1056 -2.4558 -2.6130
H 2.5437 -3.2594 -1.0798
H 3.8117 -2.5497 -2.1248
H 0.8915 -2.6845 0.5217
H -1.9180 1.1328 -0.9117
H -0.2869 0.9776 -3.3655
H 1.4942 2.3413 -0.2173
H -4.9131 -2.3591 0.0891
H -3.4982 -4.2381 0.8157
C -0.7462 4.2191 0.6629
C 0.1808 3.9951 1.8659
O 0.9044 2.8547 1.7179
H -1.4262 3.3652 0.5715
H -1.3621 5.1320 0.6871
H -0.1100 4.2569 -0.2242
H -0.4648 4.0383 2.7843
H 0.7945 4.9333 1.9584

***

(3)
39
Properties=species:S:1:pos:R:3 method="wB97M-V/def2-TZVPD" homo_lumo_gap_ev=4.2 total_charge=-1 energy_ev=-115066.648
C -0.4874 0.7592 -5.4989
N -0.4698 0.2341 -4.1491
C -0.4006 1.2527 -3.1383
C -0.1212 0.6595 -1.7726
N -1.0189 -0.4730 -1.5069
C -1.1313 -0.9618 -0.2379
S -0.6642 0.1697 1.0396
S -1.8076 -2.3925 0.2044
C -1.2625 -1.4448 -2.5832
C -1.4928 -0.7483 -3.9115
H -0.4340 -0.0798 -6.2012
H -1.3915 1.3483 -5.7380
H 0.3882 1.4020 -5.6420
H 0.4141 1.9347 -3.4137
H -1.3317 1.8489 -3.0697
H 0.9357 0.3415 -1.7310
H -0.2868 1.4373 -1.0093
H -0.4057 -2.1360 -2.6929
H -2.1576 -2.0271 -2.3142
H -2.5132 -0.3125 -3.9264
H -1.4289 -1.4820 -4.7256
Br 0.4763 2.4945 7.4789
C 0.6850 1.4135 5.9492
C 0.2916 0.0640 5.9775
C 0.3366 -0.6943 4.8068
C 0.7178 -0.0971 3.5822
C 0.5174 -0.8052 2.3072
C 1.1762 -0.3713 1.0662
N 1.5494 -1.5423 0.1719
O 1.9537 -1.3128 -0.9860
O 1.4406 -2.6725 0.6795
C 1.2579 1.2012 3.6014
C 1.2364 1.9577 4.7783
H -0.0586 -0.3749 6.9073
H 0.0460 -1.7488 4.8077
H 0.2203 -1.8548 2.3792
H 1.9185 0.4199 1.0466
H 1.6797 1.6233 2.6900
H 1.6231 2.9695 4.7749

***

Number 1: F_max 6.99 eV Å⁻¹. Number 2: F_max 0.95 eV Å⁻¹. Number 3: F_max 3.80 eV Å⁻¹.